<1>
Entry from the Open Molecules 2025 dataset: a cluster of 4 separate species, C5H18O3 in total (wB97M-V/def2-TZVPD).

Kohn-Sham gap in eV: 10.7
SMILES string: CCC(C)C.O.O.O
Charge: 0

Atoms and positions in Å:
C -0.36161 -0.34295 1.07516
C -1.11436 0.89035 0.41114
C -2.45523 1.06058 1.20009
C -3.41378 1.83024 0.22868
C -2.20729 1.83039 2.46318
H 0.48692 -0.00884 1.69010
H -1.05317 -0.93887 1.58524
H 0.13730 -0.93631 0.35425
H -0.57595 1.89455 0.41338
H -1.10854 0.70354 -0.57656
H -2.81717 0.06053 1.43103
H -3.98917 2.59931 0.84417
H -4.04788 1.32607 -0.51088
H -2.74410 2.54429 -0.37356
H -1.09129 1.76380 3.00717
H -2.92104 1.48267 3.27857
H -2.34846 2.94398 2.38573
O 3.50046 0.96505 -3.09804
H 4.26268 1.13488 -2.56674
H 3.34010 0.03216 -3.02588
O 3.28758 -4.38822 -0.84484
H 2.62469 -4.61505 -0.24794
H 3.06057 -4.88520 -1.62900
O 4.05567 -1.98522 -2.76685
H 4.29999 -2.30434 -1.96291
H 3.19304 -2.65738 -2.76470

<2>
Entry from the Open Molecules 2025 dataset: a cluster of 4 separate species, C5H18O3 in total (wB97M-V/def2-TZVPD).

Kohn-Sham gap in eV: 11.8
SMILES string: CCC(C)C.O.O.O
Charge: 0

Atoms and positions in Å:
C -2.04240 -0.99918 1.06732
C -1.24228 0.03835 0.27490
C -0.64009 1.13636 1.17173
C -0.48383 2.48588 0.46992
C 0.71755 0.70583 1.69838
H -1.48436 -1.36701 1.93064
H -2.94252 -0.57077 1.51961
H -2.41461 -1.73078 0.34943
H -0.46171 -0.46507 -0.29920
H -1.91333 0.47132 -0.47223
H -1.36300 1.30632 1.97404
H -0.50860 3.28309 1.22077
H -1.34441 2.75167 -0.15809
H 0.41627 2.61062 -0.13015
H 0.67790 -0.29640 2.14097
H 1.07061 1.37555 2.48612
H 1.50942 0.67515 0.94765
O 0.18042 0.89789 -2.58459
H 0.88320 0.59967 -1.96076
H -0.19423 1.56283 -2.00591
O 0.78351 -2.80773 0.22077
H 1.32745 -2.21515 0.72353
H -0.07229 -2.42336 0.30916
O 2.11603 -0.89207 -1.69216
H 2.09839 -0.89114 -2.64982
H 1.96080 -1.83153 -1.44475

Which structure above is the least stable? It is <1>.